ORCA calculation (ωB97M-V/def2-TZVPD) on C10H15Cl5GeN2Pt as an isolated structure.

Geometry (Å):
Pt -0.03 -0.53 -0.68
Ge -1.91 0.52 -3.01
Cl 5.32 -1.65 2.75
Cl 0.77 1.15 2.04
Cl 4.56 -3.49 0.35
Cl 1.94 -2.98 -1.23
Cl 3.42 0.67 3.58
N -0.77 -2.40 1.72
N -1.33 -1.38 0.87
C 3.87 -1.37 1.88
C 2.35 -1.96 0.11
C -0.16 0.89 -2.17
C -2.00 1.40 -4.75
C -3.33 1.23 -1.87
C -2.19 -1.40 -3.29
C 1.48 -0.92 0.45
C 1.83 -0.12 1.54
C 3.01 -0.34 2.25
C 3.52 -2.19 0.80
H -0.12 1.90 -1.76
H -1.68 -0.59 1.41
H -1.49 -1.76 -4.05
H -1.86 2.47 -4.65
H -4.31 1.04 -2.31
H 0.07 -2.02 2.13
H -2.10 -1.81 0.37
H -3.21 2.31 -1.75
H -2.00 -1.97 -2.38
H -3.20 -1.61 -3.63
H 0.61 0.77 -2.93
H -1.43 -2.63 2.47
H -2.97 1.21 -5.21
H -3.31 0.79 -0.87
H -1.22 1.01 -5.41

Calculated values
ΔE to the lowest compared entry with this formula, charge and spin in eV: 1.210
E_HOMO in eV: -7.86
E_tot in eV: -135966.080
Kohn-Sham gap in eV: 7.4
LUMO energy in eV: -0.47



ORCA calculation (ωB97M-V/def2-TZVPD) on a single C5H7NO molecule.

Geometry (Å):
O -0.80 -1.26 1.02
N -1.47 0.76 0.02
C 0.98 1.28 0.11
C -1.63 -0.22 0.80
C -0.23 0.88 -0.69
C 0.29 -1.40 0.12
C 0.86 -0.13 -0.49
H -0.34 1.32 -1.68
H 1.56 2.07 -0.36
H 0.89 1.40 1.18
H 1.51 -0.42 -1.31
H 0.98 -2.08 0.63
H -0.08 -1.91 -0.78
H -2.52 -0.30 1.43

Calculated values
ΔE to the lowest compared entry with this formula, charge and spin in eV: 1.864
E_HOMO in eV: -9.11
E_tot in eV: -8834.339
Kohn-Sham gap in eV: 10.1
LUMO energy in eV: 0.96



ORCA calculation (ωB97M-V/def2-TZVPD) on C8H23ClIO2P2Pb as an isolated structure.

Geometry (Å):
Pb 0.01 -2.40 -0.83
I 0.00 -0.76 2.50
Cl -0.32 -4.41 -2.12
P 2.60 -0.50 0.10
P -2.60 -0.51 -0.01
O -0.05 3.11 -0.44
O 0.08 1.98 1.94
C -3.62 0.24 -1.33
C 3.63 0.24 -1.23
C -3.10 0.63 1.33
C -3.67 -1.93 0.43
C 3.20 0.63 1.42
C 3.71 -1.90 0.53
C -0.07 2.09 -1.03
C -0.05 1.29 -2.25
H 3.45 -2.77 -0.10
H -2.77 0.21 2.29
H -0.08 1.94 -3.15
H -0.89 0.57 -2.21
H -2.61 1.60 1.19
H -3.47 -2.22 1.47
H 4.77 -1.63 0.37
H -3.51 -0.33 -2.26
H -3.47 -2.79 -0.23
H -3.30 1.28 -1.49
H -0.04 2.88 1.62
H 3.52 -0.37 -2.14
H 2.92 0.20 2.39
H -4.74 -1.65 0.34
H 2.70 1.60 1.32
H -4.68 0.23 -1.03
H 0.85 0.64 -2.21
H -4.19 0.76 1.32
H 3.25 1.26 -1.41
H 3.54 -2.15 1.58
H 4.69 0.28 -0.92
H 0.03 1.93 2.91
H 4.30 0.74 1.34

Calculated values
ΔE to the lowest compared entry with this formula, charge and spin in eV: 0.707
E_HOMO (spin up / spin down) in eV: -18.97 / -18.64
E_tot in eV: -57179.977
Kohn-Sham gap (spin up / spin down) in eV: 6.2 / 4.3
Total charge: +3
LUMO energy (spin up / spin down) in eV: -12.81 / -14.31